A 7-piece molecular cluster, C21H59O27P7 overall at a distorted geometry, computed with ωB97M-V with the def2-TZVPD basis set.

Structure (XYZ):
```
114
Properties=species:S:1:pos:R:3:mulliken_charge:R:1
C -0.577 1.671 -1.818 -0.970
P -1.848 0.953 -0.707 0.802
O -2.528 -0.359 -1.328 -0.504
C -3.060 2.171 -0.607 0.167
C -4.076 1.873 -1.724 0.519
O -5.072 1.170 -1.577 -0.712
O -3.747 2.418 -2.794 -0.560
H 0.244 0.992 -2.048 0.334
H -1.080 1.979 -2.747 0.304
H -0.231 2.591 -1.334 0.305
H -2.237 -1.136 -0.820 0.389
H -2.572 3.126 -0.882 -0.058
C -0.651 0.194 4.413 -0.773
O -1.247 -0.362 3.230 -0.320
P -0.482 -1.691 2.474 0.841
O -0.738 -1.272 1.061 -0.669
O -1.654 -2.715 2.991 -0.296
C -1.969 -2.790 4.383 -0.542
O 0.542 -3.002 2.114 -0.261
C 1.542 -3.328 3.096 -0.747
H -0.443 1.252 4.243 0.255
H -1.354 0.104 5.244 0.268
H 0.280 -0.309 4.681 0.352
H -2.805 -2.122 4.606 0.211
H -1.112 -2.518 5.007 0.261
H -2.264 -3.811 4.623 0.234
H 1.071 -3.653 4.029 0.300
H 2.179 -2.462 3.283 0.332
H 2.155 -4.141 2.713 0.260
C 3.315 -3.339 -0.865 -0.649
O 4.401 -3.345 0.053 -0.252
P 5.407 -4.772 0.096 0.349
O 5.544 -4.680 1.594 -0.752
O 6.662 -3.935 -0.618 -0.179
C 6.485 -3.383 -1.909 -0.875
O 6.379 -6.222 0.049 -0.209
C 6.108 -7.121 -1.018 -0.771
H 2.381 -3.193 -0.316 0.125
H 3.440 -2.514 -1.575 0.208
H 3.254 -4.280 -1.420 0.391
H 6.168 -2.338 -1.826 0.206
H 5.742 -3.937 -2.490 0.422
H 7.439 -3.416 -2.439 0.303
H 6.332 -6.654 -1.986 0.260
H 5.058 -7.433 -1.000 0.314
H 6.740 -8.002 -0.896 0.235
C -4.734 7.086 -2.006 -0.619
O -4.210 6.726 -0.698 -0.428
P -2.531 6.535 -0.510 1.176
O -2.669 5.373 0.425 -0.721
O -2.446 7.945 0.346 -0.378
C -2.878 9.160 -0.254 -0.622
O -0.818 6.439 -0.513 -0.327
C -0.152 6.885 -1.701 -0.661
H -5.444 6.325 -2.324 0.322
H -5.253 8.043 -1.933 0.251
H -3.955 7.169 -2.761 0.302
H -3.919 9.354 0.014 0.209
H -2.789 9.133 -1.343 0.282
H -2.261 9.974 0.126 0.265
H -0.324 7.956 -1.860 0.281
H -0.503 6.325 -2.572 0.250
H 0.916 6.714 -1.579 0.245
C 10.175 -0.037 2.968 -0.680
O 10.906 0.185 1.741 -0.366
P 10.731 -0.933 0.480 1.135
O 12.135 -0.959 0.003 -0.704
O 9.832 0.115 -0.409 -0.333
C 8.688 0.741 0.166 -0.635
O 10.139 -2.251 -0.371 -0.319
C 9.049 -2.987 0.252 -0.616
H 10.882 -0.093 3.796 0.235
H 9.500 0.804 3.139 0.260
H 9.591 -0.958 2.943 0.356
H 8.965 1.718 0.569 0.236
H 8.247 0.136 0.962 0.310
H 7.941 0.883 -0.613 0.256
H 8.168 -2.352 0.349 0.298
H 9.353 -3.348 1.237 0.353
H 8.804 -3.835 -0.371 0.242
C -5.238 -6.765 2.910 -0.735
O -4.129 -6.756 3.819 -0.303
P -4.450 -6.743 5.509 0.760
O -3.353 -5.815 5.898 -0.666
O -3.952 -8.317 5.646 -0.302
C -4.548 -9.312 4.832 -0.648
O -5.195 -6.838 7.060 -0.271
C -6.601 -7.073 7.072 -0.707
H -5.166 -5.898 2.252 0.258
H -5.197 -7.672 2.300 0.245
H -6.199 -6.732 3.430 0.345
H -3.945 -9.465 3.933 0.228
H -5.568 -9.045 4.539 0.299
H -4.581 -10.247 5.393 0.253
H -6.833 -8.055 6.640 0.265
H -7.127 -6.295 6.510 0.313
H -6.944 -7.053 8.106 0.241
C -3.828 4.865 -5.467 -0.740
O -4.571 5.941 -4.847 -0.145
P -4.957 7.305 -5.778 0.763
O -4.743 8.346 -4.736 -0.673
O -6.546 6.883 -5.855 -0.335
C -6.911 5.586 -6.312 -0.658
O -5.132 8.365 -7.109 -0.265
C -4.723 7.860 -8.384 -0.717
H -2.913 4.701 -4.900 0.164
H -4.424 3.953 -5.438 0.297
H -3.567 5.092 -6.504 0.389
H -7.035 4.915 -5.459 0.247
H -6.163 5.167 -6.992 0.307
H -7.861 5.658 -6.842 0.244
H -5.346 7.009 -8.680 0.276
H -3.674 7.553 -8.358 0.315
H -4.838 8.655 -9.120 0.250
```

Calculated values
E_tot   -5256.1576 hartree
LUMO   0.939 eV
Frontier orbital gap   0.992 eV
Total charge   -2

A 7-piece molecular cluster, C21H60BF7N5O8S overall at a distorted geometry, computed with ωB97M-V with the def2-TZVPD basis set.

Structure (XYZ):
```
103
Properties=species:S:1:pos:R:3:mulliken_charge:R:1
B -6.282 4.046 18.349 -0.550
F -7.093 5.167 18.531 0.223
F -5.316 4.312 17.370 -0.606
F -5.638 3.742 19.539 -0.085
F -7.145 2.970 18.064 -0.098
C -3.041 1.561 18.871 -1.416
C -3.814 1.005 17.710 0.118
C -5.051 0.240 18.145 0.315
O -5.751 -0.276 17.042 -0.449
C -7.115 -0.507 17.293 -0.453
N -4.130 1.981 16.562 0.084
H -3.294 2.359 16.126 0.451
H -4.722 1.549 15.853 0.498
H -4.705 2.749 16.954 -0.118
H -2.221 2.217 18.560 0.465
H -2.484 0.763 19.359 0.499
H -3.661 2.197 19.500 0.086
H -3.210 0.304 17.131 0.434
H -5.778 0.796 18.746 -0.554
H -4.736 -0.587 18.790 0.556
H -7.677 0.421 17.445 -0.018
H -7.258 -1.034 18.244 0.307
H -7.620 -1.116 16.548 0.349
C -6.918 9.379 17.022 -1.255
C -5.894 8.261 16.720 0.718
C -4.574 8.750 16.074 -0.948
O -3.617 7.725 16.060 -0.321
C -2.482 7.903 15.239 -0.760
N -5.605 7.404 17.984 0.183
H -5.581 7.982 18.820 0.371
H -6.255 6.614 18.056 -0.129
H -4.652 7.055 17.859 0.530
H -7.885 8.999 17.354 0.117
H -7.030 9.937 16.094 0.478
H -6.533 10.007 17.826 0.389
H -6.309 7.480 16.084 0.110
H -4.148 9.699 16.407 0.406
H -4.921 8.872 15.041 0.434
H -1.726 8.527 15.726 0.316
H -2.693 8.426 14.304 0.322
H -2.028 6.931 15.066 0.240
C -9.636 4.236 22.042 -1.091
C -8.667 3.280 21.331 1.025
C -8.223 2.005 21.989 -1.258
O -7.350 1.261 21.164 -0.027
C -7.213 -0.069 21.669 -0.786
N -9.130 3.040 19.884 0.649
H -10.057 2.619 19.921 0.495
H -9.202 3.955 19.429 -0.249
H -8.469 2.447 19.388 0.003
H -10.393 3.614 22.528 0.461
H -10.209 4.912 21.410 0.375
H -9.108 4.792 22.813 0.009
H -7.773 3.873 21.110 -0.290
H -9.152 1.428 22.108 0.648
H -7.899 2.165 23.021 0.451
H -6.638 -0.189 22.590 0.340
H -6.574 -0.528 20.914 0.146
H -8.124 -0.656 21.792 0.340
C -7.113 7.294 24.233 -1.324
C -5.767 6.595 24.258 0.110
C -5.707 5.450 23.244 0.292
O -4.560 4.698 23.428 -0.499
C -4.219 3.902 22.291 -0.590
N -4.657 7.593 24.099 -0.255
H -4.753 8.134 23.237 0.344
H -4.734 8.313 24.823 0.390
H -3.678 7.303 24.139 0.368
H -7.240 7.804 23.273 0.328
H -7.176 8.105 24.959 0.443
H -7.933 6.593 24.355 0.300
H -5.622 6.168 25.253 0.232
H -5.564 5.933 22.261 -0.082
H -6.657 4.910 23.213 0.032
H -3.976 4.651 21.528 0.315
H -5.125 3.376 21.981 0.090
H -3.386 3.222 22.434 0.375
C -8.598 2.927 14.567 -1.428
C -9.837 3.814 14.806 0.157
C -10.520 3.348 16.080 -0.130
O -11.616 4.207 16.241 -0.347
C -12.626 3.704 17.104 -0.740
N -9.290 5.231 15.022 -0.059
H -8.653 5.442 14.258 0.401
H -10.027 5.944 14.990 0.523
H -8.903 5.501 15.935 -0.257
H -8.850 1.984 14.085 0.430
H -7.949 2.721 15.416 0.118
H -8.001 3.497 13.849 0.496
H -10.482 3.989 13.948 0.480
H -9.770 3.434 16.876 -0.214
H -10.801 2.293 16.021 0.625
H -12.238 3.477 18.101 0.161
H -13.128 2.817 16.712 0.385
H -13.414 4.437 17.266 0.301
C -8.627 7.747 19.808 0.364
F -9.084 7.553 21.038 -0.196
F -8.438 9.028 19.543 -0.228
F -7.400 7.138 19.747 -0.108
S -9.952 7.010 18.560 1.167
O -9.396 7.367 17.270 -0.708
O -9.932 5.554 18.814 -0.841
O -11.194 7.685 18.967 -0.707
```

Calculated values
E_tot   -2833.2226 hartree
LUMO   -6.967 eV
ΔE to the lowest compared entry with this formula, charge and spin   46.9 kJ/mol
Frontier orbital gap   9.298 eV
Total charge   +3

A 9-piece molecular cluster, C21H60N4O9 overall at a distorted geometry, computed with ωB97M-V with the def2-TZVPD basis set.

Structure (XYZ):
```
94
Properties=species:S:1:pos:R:3:mulliken_charge:R:1
N 1.627 0.250 4.016 -0.339
C 1.565 -0.052 2.759 -0.003
N 0.553 -0.786 2.389 0.007
O 2.501 0.399 1.825 -0.445
H 2.431 0.782 4.346 0.330
H 0.768 0.412 4.494 0.188
H 0.340 -1.057 1.401 -0.286
H 0.051 -1.283 3.131 0.269
N 0.935 -2.597 -2.013 0.941
C 1.101 -3.783 -1.604 0.512
N 1.801 -4.533 -2.436 -0.422
O 0.379 -4.258 -0.543 -0.725
H 0.423 -1.901 -1.417 -0.209
H 1.451 -2.217 -2.826 -0.040
H 1.701 -5.597 -2.260 0.298
H 2.643 -4.296 -3.028 0.197
C 2.518 4.827 3.654 -1.787
C 2.371 3.525 2.933 1.471
C 1.684 3.638 1.567 -0.018
O 3.469 2.944 2.710 -0.644
H 3.036 4.665 4.632 0.349
H 1.595 5.359 3.848 0.341
H 3.140 5.473 3.065 0.481
H 1.779 2.944 3.600 -0.380
H 1.418 2.706 1.111 -0.942
H 2.318 4.200 0.867 0.452
H 0.713 4.197 1.631 0.297
H 3.290 2.108 2.270 0.329
C -3.436 -1.312 1.546 -0.484
C -4.370 -1.902 0.479 0.092
C -4.379 -1.027 -0.763 -0.747
O -4.119 -3.095 0.113 -0.638
H -3.508 -0.190 1.640 -0.042
H -2.421 -1.446 1.327 -0.041
H -3.652 -1.767 2.516 0.469
H -5.368 -1.879 0.888 0.489
H -5.067 -1.359 -1.490 0.370
H -3.398 -0.870 -1.166 -0.135
H -4.848 0.013 -0.551 0.368
H -3.311 -3.086 -0.469 0.344
C 3.564 -0.917 -0.868 -0.139
C 4.288 0.391 -0.883 0.401
C 3.339 1.509 -1.356 -0.873
O 4.763 0.674 0.240 -0.573
H 4.199 -1.814 -0.714 0.360
H 3.018 -1.141 -1.832 -0.191
H 2.782 -0.966 -0.106 -0.256
H 5.141 0.289 -1.634 0.333
H 2.662 1.888 -0.529 -0.104
H 2.793 1.237 -2.206 0.226
H 3.846 2.408 -1.669 0.523
H 4.067 0.485 0.888 0.471
C 0.075 0.601 -2.056 -1.369
C -0.351 0.228 -0.642 2.634
C -1.440 1.066 -0.126 -1.389
O -0.554 -0.954 -0.336 0.311
H 0.501 1.629 -2.098 0.538
H -0.735 0.547 -2.844 0.184
H 0.921 0.020 -2.449 0.005
H 0.546 0.453 0.042 -1.342
H -2.398 0.934 -0.566 0.404
H -1.133 2.101 -0.267 0.708
H -1.617 0.865 0.925 -0.242
H -1.333 -1.240 -0.743 -0.792
C -3.722 -3.257 -3.234 -1.783
C -2.271 -3.050 -2.964 0.675
C -1.758 -1.868 -3.767 -0.498
O -2.047 -2.788 -1.762 -0.111
H -3.797 -3.992 -4.052 0.503
H -4.372 -2.411 -3.638 0.238
H -4.241 -3.723 -2.370 0.391
H -1.746 -3.987 -3.130 0.547
H -2.230 -0.943 -3.335 0.060
H -1.937 -1.962 -4.831 0.726
H -0.671 -1.688 -3.828 -0.412
H -1.077 -2.777 -1.629 -0.399
C -2.596 2.059 3.267 -1.630
C -1.173 2.277 3.747 2.198
C -0.963 3.713 4.256 -1.632
O -0.769 1.469 4.597 -0.570
H -2.971 1.074 3.413 0.448
H -2.679 2.264 2.228 0.380
H -3.302 2.717 3.787 0.439
H -0.473 2.026 2.978 -0.965
H -1.698 3.881 5.042 0.524
H -1.057 4.574 3.540 0.262
H 0.013 3.840 4.706 0.347
H -1.426 1.379 5.361 0.310
C 1.869 -1.133 -5.399 -0.841
O 2.103 -1.581 -4.084 -0.457
H 0.819 -1.156 -5.601 0.292
H 2.192 -1.743 -6.197 0.350
H 2.255 -0.116 -5.523 0.290
H 3.082 -1.564 -3.980 0.225
```

Calculated values
E_tot   -1732.0728 hartree
LUMO   0.160 eV
ΔE to the lowest compared entry with this formula, charge and spin   84.5 kJ/mol
Frontier orbital gap   9.231 eV

C21H61AsF6O9 as an isolated structure at a distorted geometry, computed with ωB97M-V with the def2-TZVPD basis set.

Structure (XYZ):
```
98
Properties=species:S:1:pos:R:3:mulliken_charge:R:1
O 4.411 -0.726 0.439 -0.220
H 3.886 -0.962 1.207 0.571
H 5.036 -1.398 0.157 0.454
H 3.965 -0.496 -0.380 0.337
As 0.229 0.087 0.194 2.106
F 1.842 0.909 0.301 -0.595
F 1.104 -1.401 -0.337 -0.454
F -1.351 -0.790 0.208 -0.362
F -0.516 1.650 0.719 -0.351
F -0.048 0.537 -1.547 -0.310
F 0.441 -0.375 1.928 -1.022
C 1.181 -4.695 -1.587 -0.928
C 2.359 -3.752 -1.969 0.172
O 1.858 -2.735 -2.756 -0.672
H 1.481 -5.579 -1.023 0.482
H 0.564 -4.958 -2.446 0.321
H 0.519 -4.148 -0.916 0.036
H 3.097 -4.298 -2.555 0.452
H 2.772 -3.338 -1.049 -0.160
H 1.109 -2.490 -2.208 0.148
C 3.043 1.675 -2.711 -0.772
C 3.824 0.447 -2.992 -0.587
O 3.494 -0.528 -2.093 -0.592
H 1.969 1.511 -2.786 0.064
H 3.242 2.385 -3.515 0.503
H 3.279 2.174 -1.771 0.261
H 4.900 0.622 -2.994 0.333
H 3.614 0.218 -4.036 0.389
H 2.860 -1.158 -2.441 0.323
C -2.164 -0.182 -4.052 -0.663
C -0.996 0.445 -4.719 -0.065
O -0.977 1.753 -4.266 -0.519
H -2.175 -1.257 -4.233 0.347
H -3.150 0.271 -4.153 0.337
H -1.974 -0.234 -2.980 -0.089
H -1.114 0.422 -5.803 0.392
H -0.115 -0.130 -4.432 0.032
H -0.613 1.645 -3.384 0.124
C -4.560 -0.544 3.017 -1.239
C -3.351 0.462 2.862 1.048
C -3.544 1.663 3.806 -1.181
O -2.243 -0.216 3.234 -0.611
H -4.413 -1.438 2.412 0.109
H -5.494 -0.191 2.578 0.402
H -4.689 -0.835 4.060 0.329
H -3.315 0.679 1.795 0.205
H -4.527 2.117 3.676 0.384
H -2.912 2.528 3.608 -0.020
H -3.435 1.308 4.831 0.363
H -1.620 -0.311 2.510 0.094
C -2.884 -4.286 0.534 -1.438
C -2.900 -4.432 -0.903 0.524
C -2.633 -3.275 -1.815 -0.638
O -1.963 -5.378 -1.270 -0.585
H -2.978 -5.289 0.948 0.485
H -3.708 -3.689 0.925 0.251
H -1.902 -3.920 0.835 0.270
H -3.860 -4.910 -1.097 0.237
H -1.689 -2.900 -1.421 -0.235
H -3.381 -2.487 -1.724 0.462
H -2.434 -3.625 -2.828 0.334
H -1.392 -5.595 -0.529 0.328
C 1.418 4.197 2.154 -1.301
C 0.011 3.795 2.747 1.110
C -0.378 4.450 4.065 -1.488
O -0.806 4.131 1.698 -0.601
H 1.820 5.051 2.700 0.412
H 1.551 4.183 1.072 0.280
H 2.093 3.440 2.555 0.361
H -0.018 2.717 2.909 -0.134
H -0.328 5.538 4.112 0.401
H 0.235 4.025 4.860 0.380
H -1.423 4.194 4.235 0.290
H -0.907 3.295 1.239 0.605
C 1.740 -3.463 3.375 -1.476
C 2.906 -2.474 3.397 0.848
C 4.250 -3.227 3.059 -1.517
O 2.725 -1.649 2.321 -0.119
H 1.928 -4.427 2.902 0.304
H 0.847 -2.960 3.006 0.452
H 1.594 -3.753 4.416 0.425
H 2.822 -1.896 4.317 0.322
H 4.186 -3.748 2.104 0.303
H 4.547 -3.868 3.890 0.414
H 5.076 -2.518 3.016 0.360
H 1.797 -1.402 2.324 -0.094
C -1.673 5.883 -3.023 -1.403
C -1.526 4.838 -1.903 0.736
C -0.094 4.149 -1.959 -1.136
O -1.708 5.510 -0.664 -0.291
H -2.541 6.543 -3.021 0.376
H -1.716 5.329 -3.961 0.376
H -0.691 6.345 -3.132 0.379
H -2.347 4.123 -1.957 0.235
H 0.215 3.824 -2.953 0.471
H -0.046 3.272 -1.313 -0.013
H 0.544 4.962 -1.614 0.535
H -1.161 5.034 -0.035 0.501
```

Calculated values
E_tot   -4348.4863 hartree
LUMO (alpha / beta)   -3.039 / -8.629 eV
Spin multiplicity   2
Frontier orbital gap (alpha / beta)   8.540 / 2.950 eV
Total charge   +1